No. 1
This record from the Open Molecules 2025 dataset describes a molecular structure, C30H41Cl4N2O4PdSb. The level of theory is ωB97M-V with the def2-TZVPD basis set.

Its spin multiplicity is 1. The HOMO energy is -1.709 eV. The value obtained for the LUMO energy is 4.310 eV. The energy above the lowest of the compared OMol25 structures with the same formula, charge and spin comes out at 0.000 eV. Its frontier orbital gap is 6.02 eV. Its net charge is -2.

Geometry as XYZ:
```
83
Properties=species:S:1:pos:R:3:mulliken_charge:R:1
Pd 0.559 0.130 0.310 -1.118
Cl -3.523 4.507 -3.405 -0.293
C -3.404 3.039 -2.454 0.597
C -2.607 3.014 -1.322 -1.057
C -2.529 1.856 -0.579 1.212
Cl -1.471 1.849 0.812 -0.159
C -3.250 0.643 -0.862 -0.670
O -3.223 -0.383 -0.146 -0.633
C -4.006 0.760 -2.079 0.417
Cl -4.899 -0.653 -2.593 -0.282
C -4.095 1.904 -2.844 -0.822
H -2.029 3.881 -1.034 0.346
H -4.701 1.909 -3.739 0.401
C 1.549 -3.389 -3.686 -1.771
C 0.808 -2.217 -3.052 2.054
C 1.350 -0.903 -3.618 -1.995
C -0.681 -2.294 -3.386 -2.016
Sb 0.952 -2.051 -0.864 2.330
C -0.156 -3.817 -0.120 1.972
C -0.019 -5.108 -0.923 -1.832
C -1.629 -3.400 -0.095 -1.830
C 0.309 -4.056 1.315 -1.989
C 3.050 -2.576 -0.418 1.837
C 3.917 -1.645 -1.267 -1.893
C 3.272 -2.205 1.051 -1.864
C 3.459 -4.025 -0.655 -1.625
H 1.356 -3.397 -4.768 0.514
H 1.237 -4.354 -3.283 0.235
H 2.629 -3.297 -3.550 0.269
H 1.143 -0.853 -4.696 0.557
H 2.426 -0.798 -3.478 0.246
H 0.879 -0.038 -3.146 0.125
H -0.816 -2.210 -4.473 0.536
H -1.249 -1.485 -2.916 0.413
H -1.127 -3.238 -3.070 0.339
H -0.408 -4.998 -1.937 0.297
H -0.607 -5.900 -0.436 0.504
H 1.012 -5.459 -0.992 0.255
H -2.055 -3.324 -1.095 0.260
H -1.784 -2.428 0.377 0.218
H -2.212 -4.148 0.460 0.524
H 1.284 -4.546 1.352 0.297
H -0.412 -4.708 1.826 0.563
H 0.367 -3.133 1.894 0.303
H 3.678 -0.595 -1.076 0.192
H 3.816 -1.852 -2.335 0.261
H 4.973 -1.798 -1.005 0.557
H 2.842 -1.228 1.279 0.165
H 4.352 -2.151 1.243 0.533
H 2.847 -2.944 1.733 0.316
H 3.476 -4.281 -1.718 0.218
H 2.802 -4.732 -0.147 0.226
H 4.473 -4.183 -0.262 0.507
N -1.115 -1.009 2.786 1.187
C -2.449 -1.167 2.793 -0.017
C -2.760 -1.748 4.007 -1.082
C -1.519 -1.897 4.653 -0.273
N -0.520 -1.446 3.904 -0.980
H -0.564 -0.626 2.000 0.054
H -3.023 -0.861 1.928 0.464
H -3.736 -2.027 4.366 0.387
H -1.307 -2.313 5.626 0.428
C 2.147 6.078 -3.285 -1.448
C 1.356 4.804 -3.367 1.253
C 0.691 4.433 -4.521 -0.696
C -0.039 3.254 -4.560 -0.263
Cl -0.886 2.821 -6.031 -0.330
C -0.102 2.426 -3.462 -0.880
C 0.586 2.768 -2.303 0.296
C 1.290 3.966 -2.242 0.274
O 1.917 4.439 -1.138 -0.466
C 2.013 3.577 0.000 -0.311
C 2.996 2.394 -0.196 0.487
O 4.093 2.665 -0.699 -0.759
O 2.584 1.276 0.220 -0.633
H 2.186 6.571 -4.257 0.389
H 3.163 5.875 -2.943 0.295
H 1.706 6.767 -2.560 0.275
H 0.733 5.069 -5.398 0.322
H -0.698 1.523 -3.489 1.068
H 0.553 2.086 -1.461 -0.194
H 1.025 3.224 0.296 0.117
H 2.415 4.215 0.788 0.288
```

No. 2
This record from the Open Molecules 2025 dataset describes C5H13N in the gas phase in a non-equilibrium geometry. The level of theory is ωB97M-V with the def2-TZVPD basis set.

Its spin multiplicity is 1. The HOMO energy is -8.580 eV. The value obtained for the LUMO energy is 1.129 eV. As for the SMILES: CCCN(C)C. The energy above the lowest of the compared OMol25 structures with the same formula, charge and spin comes out at 1.510 eV. Its frontier orbital gap is 9.71 eV.

Geometry as XYZ:
```
19
Properties=species:S:1:pos:R:3:mulliken_charge:R:1
C -1.618 0.634 -0.313 -0.598
C -2.026 -0.217 0.935 -1.018
C -0.047 0.924 -0.300 -0.881
N 0.766 -0.161 0.147 0.120
C 0.827 -1.238 -0.856 -1.141
C 2.167 0.247 0.470 -1.052
H -2.084 1.609 -0.357 0.454
H -1.907 0.036 -1.185 0.294
H -2.289 -1.277 0.846 0.319
H -1.075 -0.416 1.455 0.301
H -2.676 0.361 1.587 0.299
H -0.013 1.782 0.367 0.493
H 0.139 1.302 -1.322 0.358
H 1.388 -2.104 -0.478 0.379
H 1.186 -0.943 -1.846 0.343
H -0.239 -1.524 -0.905 0.349
H 2.919 -0.471 0.163 0.352
H 2.374 1.220 0.032 0.353
H 2.210 0.234 1.559 0.276
```

No. 3
This record from the Open Molecules 2025 dataset describes a molecular structure, C12H30Cl2DyNO2P2 in a non-equilibrium geometry. The level of theory is ωB97M-V with the def2-TZVPD basis set.

Its spin multiplicity is 6. The HOMO energy (spin up / spin down) is -14.904 / -14.904 eV. The value obtained for the LUMO energy (spin up / spin down) is -6.452 / -6.417 eV. The expectation value of S² is 9.33. Its frontier orbital gap (spin up / spin down) is 8.45 / 8.49 eV. Its net charge is +2.

Geometry as XYZ:
```
50
Properties=species:S:1:pos:R:3:mulliken_charge:R:1
C 3.712 3.264 1.076 -1.170
C 2.460 2.654 0.553 0.872
H 4.356 2.517 1.576 0.318
H 3.451 4.048 1.800 0.383
H 4.259 3.738 0.242 0.366
O 2.067 1.459 0.677 -0.516
Cl 1.408 3.791 -0.385 -0.124
Dy -0.248 0.790 -0.500 0.282
P -1.972 1.725 1.647 0.906
C -1.890 0.466 2.979 -1.139
C -1.036 3.077 2.419 -1.165
H -1.436 3.313 3.408 0.412
H -3.932 2.694 2.760 0.390
H -1.076 3.961 1.777 0.366
H -3.826 3.152 1.026 0.362
H -0.850 0.142 3.121 0.313
H 0.006 2.776 2.541 0.289
C -3.680 2.341 1.752 -1.125
H -2.260 0.879 3.927 0.456
H -4.371 1.531 1.493 0.358
H -2.495 -0.408 2.704 0.237
P 1.255 0.153 -2.932 0.871
C 1.897 -1.561 -2.726 -1.190
C 0.873 0.230 -4.714 -1.071
H 2.646 2.133 -3.074 0.353
H 3.571 0.666 -3.545 0.422
H 3.245 1.000 -1.835 0.270
C 2.832 1.077 -2.846 -1.161
H 0.576 1.246 -5.002 0.357
H 1.715 -0.107 -5.334 0.387
H 2.602 -1.818 -3.532 0.477
H 1.051 -2.265 -2.746 0.335
H 0.019 -0.427 -4.913 0.369
H 2.421 -1.656 -1.761 0.285
Cl -2.195 0.775 -1.981 -0.399
C -1.442 -4.475 1.107 -0.926
N -1.456 -3.071 0.679 0.151
C -2.748 -2.470 0.345 -0.572
C -0.360 -2.357 0.566 0.690
C 0.977 -2.984 0.711 -1.274
O -0.482 -1.087 0.343 -0.203
H -2.481 -4.807 1.160 0.294
H -0.959 -4.592 2.090 0.352
H -0.911 -5.101 0.379 0.377
H -3.000 -1.607 0.975 0.072
H -2.787 -2.171 -0.708 0.277
H -3.497 -3.243 0.506 0.328
H 1.298 -3.349 -0.274 0.305
H 1.714 -2.236 1.031 0.302
H 0.977 -3.808 1.438 0.452
```

| no. | E_tot (eV) |
| --- | --- |
| 1 | -103054.7800 |
| 2 | -6884.6872 |
| 3 | -86212.1207 |